Here is a cluster of 3 separate species, C27H32F9NO13P2 in total from the Open Molecules 2025 dataset. Energies are from wB97M-V/def2-TZVPD.

Each atom is followed by the atoms it is bonded to, with distances in Å.
Positions of all 84 atoms, in Å:
1 P -5.02 -1.78 -1.35  O13 1.583, O15 1.774, O19 1.742, C37 1.945
2 P -4.69 1.81 -0.77  N25 1.619, C47 1.948, H56 1.469, H60 1.469
3 F 5.33 -4.71 -0.06  C46 1.479
4 F 2.43 -1.34 -1.29  C49 1.511
5 F 2.64 -3.71 -1.52  C49 1.511
6 F 4.15 -2.68 1.70  C52 1.499
7 F 5.43 -4.45 -2.54  C46 1.510
8 F 4.73 -1.97 -2.66  C35 1.512
9 F 7.10 -3.51 -1.11  C46 1.511
10 F 2.59 -4.30 0.92  C52 1.512
11 F 5.55 -1.36 -0.51  C35 1.487
12 O -0.97 4.84 -0.20  C34 1.476, C36 1.500
13 O -6.36 -1.23 -0.72  P1 1.583
14 O 3.93 2.93 6.53  C33 1.357, C41 1.426
15 O -5.05 -3.54 -1.10  P1 1.774, H74 1.004
16 O 2.92 1.03 6.10  C33 1.357, C40 1.426
17 O -4.65 -2.14 -7.80  C27 1.426, C44 1.357
18 O 0.44 1.34 3.15  C51 1.334
19 O -4.86 -1.55 -3.07  P1 1.742, H78 1.015
20 O 2.88 1.84 8.25  C33 1.221
21 O -5.66 -4.04 -8.23  C31 1.426, C44 1.357
22 O -0.09 -3.78 2.11  C50 1.332
23 O -5.70 -3.24 -6.08  C44 1.221
24 O 0.53 5.79 -1.97  C36 1.341
25 N -5.47 2.61 0.40  P2 1.619, H54 1.059
26 C 1.65 -1.90 1.37  C42 1.520, C50 1.674, C52 1.673
27 C -4.27 -1.12 -6.88  O17 1.426, H58 1.094, H80 1.095, H83 1.095
28 C -1.90 2.76 1.10  C34 1.642, C38 1.671, H57 1.170, H62 1.183
29 C 3.23 0.33 1.47  C42 1.636, C45 1.632, H70 1.191, H76 1.172
30 C -0.94 0.02 1.32  C38 1.640, C39 1.673, C51 1.674
31 C -6.42 -5.17 -7.79  O21 1.426, H68 1.095, H82 1.094, H84 1.095
32 C 4.24 2.57 0.51  C43 1.641, C45 1.673, H55 1.194, H71 1.170
33 C 3.21 1.93 7.08  O14 1.357, O16 1.357, O20 1.221
34 C -1.16 3.38 -0.23  O12 1.476, C28 1.642, H69 1.183, H81 1.180
35 C 4.76 -2.41 -1.21  F8 1.512, F11 1.487, C46 1.638, C49 1.635
36 C -0.60 5.16 -1.62  O12 1.500, O24 1.341, H67 1.181
37 C -3.52 -1.05 -0.36  P1 1.945, C47 1.660, C48 1.663
38 C -2.05 1.12 0.81  C28 1.671, C30 1.640, C47 1.665
39 C -1.10 -1.61 1.00  C30 1.673, C48 1.647, C50 1.674
40 C 2.16 -0.09 6.53  O16 1.426, H59 1.094, H66 1.095, H72 1.095
41 C 4.31 3.96 7.45  O14 1.426, H53 1.095, H64 1.095, H77 1.094
42 C 1.79 -0.42 1.68  C26 1.520, C29 1.636, C51 1.675
43 C 4.10 4.20 0.52  C32 1.641, H63 1.193, H73 1.193, H79 1.176
44 C -5.37 -3.15 -7.25  O17 1.357, O21 1.357, O23 1.221
45 C 3.25 1.95 1.70  C29 1.632, C32 1.673, H61 1.168, H75 1.183
46 C 5.62 -3.81 -1.19  F3 1.479, F7 1.510, F9 1.511, C35 1.638
47 C -3.36 0.58 -0.07  P2 1.948, C37 1.660, C38 1.665
48 C -2.40 -2.17 0.16  C37 1.663, C39 1.647, H65 1.183
49 C 3.20 -2.53 -0.75  F4 1.511, F5 1.511, C35 1.635, C52 1.636
50 C 0.14 -2.59 1.55  O22 1.332, C26 1.674, C39 1.674
51 C 0.44 0.45 2.16  O18 1.334, C30 1.674, C42 1.675
52 C 2.94 -2.83 0.83  F6 1.499, F10 1.512, C26 1.673, C49 1.636
53 H 4.95 3.55 8.24  C41 1.095
54 H -5.05 2.22 1.29  N25 1.059
55 H 3.74 2.20 -0.51  C32 1.194
56 H -3.94 2.71 -1.66  P2 1.469
57 H -1.26 2.99 2.05  C28 1.170
58 H -3.70 -0.37 -7.43  C27 1.094
59 H 1.98 -0.74 5.67  C40 1.094
60 H -5.59 1.08 -1.67  P2 1.469
61 H 2.22 2.49 1.56  C45 1.168
62 H -2.97 3.23 1.26  C28 1.183
63 H 2.94 4.47 0.59  C43 1.193
64 H 3.42 4.44 7.88  C41 1.095
65 H -2.52 -3.32 -0.05  C48 1.183
66 H 1.19 0.23 6.92  C40 1.095
67 H -1.33 4.80 -2.48  C36 1.181
68 H -7.39 -4.85 -7.40  C31 1.095
69 H -0.11 2.87 -0.42  C34 1.183
70 H 4.00 -0.17 2.24  C29 1.191
71 H 5.34 2.16 0.58  C32 1.170
72 H 2.71 -0.66 7.29  C40 1.095
73 H 4.47 4.72 -0.49  C43 1.193
74 H -5.42 -3.69 -0.17  O15 1.004
75 H 3.79 2.19 2.72  C45 1.183
76 H 3.67 0.12 0.41  C29 1.172
77 H 4.88 4.71 6.90  C41 1.094
78 H -5.74 -1.85 -3.46  O19 1.015
79 H 4.70 4.60 1.46  C43 1.176
80 H -3.63 -1.53 -6.09  C27 1.095
81 H -1.87 3.15 -1.15  C34 1.180
82 H -6.59 -5.81 -8.66  C31 1.094
83 H -5.15 -0.64 -6.45  C27 1.095
84 H -5.86 -5.74 -7.04  C31 1.095

## Properties
- Total energy: -99639.2592 eV
- HOMO-LUMO gap: 0.2381 Eh
- HOMO: -9.2 eV
- Structure (SMILES): CCCCC1=C(C(F)(F)C(F)(F)C(F)(F)C(F)(F)F)C(=O)c2cc(P(=O)(O)O)c([PH2]=N)c(CCOC=O)c2C1=O.COC(=O)OC.COC(=O)OC